*i*
An isolated molecule of C5H6N4, computed with the ωB97M-V functional and the def2-TZVPD basis.

Its SMILES is [H]/N=C1\NN=C[C@@]1(N)C#C. For the HOMO energy, the calculation gives -8.76 eV. The value obtained for the HOMO-LUMO gap is 9.35 eV.

Last column: natural (NBO) charge in e.
CARTESIAN COORDINATES (ANGSTROEM)
H (-0.35707, 0.90800, 2.57407)  0.371
N (1.92096, -0.23672, -0.05617)  -0.211
H (-1.81906, 2.89798, -1.61709)  0.244
N (-0.53728, -0.01226, 1.86250)  -0.779
H (-0.80713, -2.48227, -1.03982)  0.329
C (-1.38220, 2.00979, -1.16924)  -0.217
C (1.31064, 0.78965, 0.41645)  0.037
H (1.66912, -1.77309, -1.56719)  0.437
C (-0.13817, -0.96500, -0.27311)  0.439
N (1.11055, -1.10736, -0.66890)  -0.444
H (-1.79524, -0.05346, 1.77565)  0.390
C (-0.18886, 0.31202, 0.59584)  -0.067
H (1.75937, 1.60178, 1.06336)  0.217
N (-1.13622, -1.68462, -0.63446)  -0.693
C (-0.96074, 1.21817, -0.35489)  -0.051


*ii*
A cluster of 2 separate species, C5H6N4 in total, computed with the ωB97M-V functional and the def2-TZVPD basis.

For the HOMO energy, the calculation gives -8.22 eV. The value obtained for the HOMO-LUMO gap is 7.31 eV.

Last column: natural (NBO) charge in e.
CARTESIAN COORDINATES (ANGSTROEM)
C (-1.58523, -0.52543, 1.56488)  -0.448
N (-0.17693, -0.53577, 3.68886)  -0.301
H (-1.88242, -1.32379, 0.95902)  0.236
H (3.16936, 0.09012, -1.02895)  0.195
N (1.31346, 0.52661, -1.73820)  -0.477
H (-1.81402, 0.17326, -1.99082)  0.386
H (-2.25615, 0.21655, 1.22625)  0.243
N (1.52631, -0.18137, 0.33220)  -0.589
C (0.17113, 0.16566, 0.04569)  0.161
C (2.15118, 0.15646, -0.83728)  0.192
N (-1.02174, 0.78691, -2.01942)  -0.817
C (-0.90213, -0.57302, 2.82651)  0.231
H (-0.67986, 1.11442, -2.95260)  0.399
C (0.05405, 0.46258, -1.26310)  0.150
H (1.93298, -0.55319, 1.18698)  0.438


*iii*
An isolated molecule of C5H6N4, computed with the ωB97M-V functional and the def2-TZVPD basis.

Its SMILES is CC1=C/N=N\C=C/N=N\1. For the HOMO energy, the calculation gives -9.73 eV. The value obtained for the HOMO-LUMO gap is 10.18 eV.

Last column: natural (NBO) charge in e.
CARTESIAN COORDINATES (ANGSTROEM)
C (-1.58368, 0.25974, -0.76734)  0.011
H (-2.05981, 0.26263, -1.73722)  0.201
C (2.38863, 0.02922, -0.57057)  -0.664
C (1.16885, -0.29567, 0.06829)  0.177
H (3.27791, -0.12159, 0.21375)  0.238
N (-0.65236, -1.56214, 0.54347)  -0.211
N (0.58639, -1.40612, -0.16971)  -0.237
N (-1.02231, 1.36279, -0.58134)  -0.215
H (-2.55032, -1.18978, 0.62098)  0.203
N (-0.37472, 1.60636, 0.57574)  -0.223
H (2.68590, -0.65767, -1.41397)  0.249
C (-1.67636, -0.94098, 0.13863)  0.004
H (2.26586, 1.10305, -0.95319)  0.241
H (1.13241, 1.07822, 1.89296)  0.214
C (0.61741, 0.86751, 0.93092)  0.010


*iv*
A structure of composition C5H6N4, computed with the ωB97M-V functional and the def2-TZVPD basis.

For the HOMO energy (spin up / spin down), the calculation gives -8.06 / -8.06 eV. The value obtained for the HOMO-LUMO gap (spin up / spin down) is 7.88 / 7.88 eV.

Last column: natural (NBO) charge in e.
CARTESIAN COORDINATES (ANGSTROEM)
H (-1.35448, -2.40596, 1.24820)  0.219
C (1.48643, -0.87501, 0.36893)  -0.362
C (-1.42509, -0.53480, 0.25960)  0.067
H (2.61794, -1.12981, 0.30993)  0.252
C (-0.78902, -1.61310, 0.81120)  -0.354
N (-0.76144, 0.50417, -0.31698)  -0.321
N (-1.32362, 1.68473, -0.60137)  0.015
C (1.08799, 0.32888, -0.22238)  0.479
N (-0.64171, 2.48775, -1.33502)  -0.461
H (-2.54398, -0.71064, 0.34532)  0.222
H (0.98510, -2.82000, 1.18455)  0.223
N (1.74621, 1.30443, -0.50172)  -0.623
H (1.50567, 2.21131, -0.79002)  0.418
C (0.61297, -1.77627, 0.85368)  -0.114
H (-1.20297, 3.34431, -1.61392)  0.341


Which structure is the most stable? The one labeled *iii*.


*i*
The ion C4H8N with charge +1, computed with the ωB97M-V functional and the def2-TZVPD basis.

As for the charge: +1. For the HOMO energy, the calculation gives -15.03 eV. The value obtained for the HOMO-LUMO gap is 6.69 eV.

Last column: natural (NBO) charge in e.
CARTESIAN COORDINATES (ANGSTROEM)
H (-1.61372, 0.69963, -1.89580)  0.249
H (1.16876, 1.25036, 1.16933)  0.270
H (-0.14777, 0.31645, 1.97693)  0.263
H (1.28035, -1.76615, -1.15885)  0.325
C (-0.85741, 1.16377, -1.22294)  -0.031
H (1.48451, -1.55888, 0.62234)  0.250
H (0.37330, -2.91177, -0.07194)  0.276
H (-0.90239, 2.30073, -1.20534)  0.262
N (-0.45552, -0.94035, -0.30083)  -0.008
H (-0.67783, 1.87444, 1.33622)  0.276
C (-0.34128, 0.35930, -0.19606)  0.095
C (0.70869, -1.79380, -0.16392)  -0.522
C (-0.01970, 1.00627, 1.11087)  -0.705


*ii*
A cluster of 2 separate species, C4H8N in total, computed with the ωB97M-V functional and the def2-TZVPD basis.

As for the charge: +1. For the HOMO energy, the calculation gives -14.78 eV. The value obtained for the HOMO-LUMO gap is 10.16 eV.

Last column: natural (NBO) charge in e.
CARTESIAN COORDINATES (ANGSTROEM)
C (-0.83547, -0.71848, 0.17930)  -0.076
H (-0.27662, -1.35597, 1.05875)  0.280
H (1.87835, 0.52306, 0.79864)  0.369
H (2.30208, -0.93256, 0.34228)  0.378
C (-0.76318, 0.85890, -0.16081)  -0.131
N (2.09081, 0.00066, 0.04738)  -1.032
H (0.54275, -0.38380, -1.57720)  0.260
H (-2.55170, -0.23111, -0.73281)  0.243
H (-0.55138, 1.90691, 0.15187)  0.299
H (2.98349, 0.23033, -0.44004)  0.406
C (-2.05533, 0.03964, 0.13139)  -0.368
C (-0.09599, -0.12130, -0.87142)  0.105
H (-2.66781, 0.18371, 1.07265)  0.268


*iii*
The ion C4H8N with charge +1, computed with the ωB97M-V functional and the def2-TZVPD basis.

As for the charge: +1. Its SMILES is C[N@H+]1[C@@H]2C[C@@H]21. For the HOMO energy, the calculation gives -15.92 eV. The value obtained for the HOMO-LUMO gap is 12.71 eV.

Last column: natural (NBO) charge in e.
CARTESIAN COORDINATES (ANGSTROEM)
H (-0.47595, 0.87940, 1.56415)  0.253
H (-2.18142, -1.50763, 0.03535)  0.255
H (0.31448, -1.45979, 0.15183)  0.457
H (-2.97229, 0.00617, 0.10091)  0.283
H (2.31678, -0.10815, 0.78185)  0.252
H (1.80660, 1.32297, -0.13429)  0.251
N (0.33016, -0.35357, -0.05112)  -0.367
C (1.70774, 0.19800, -0.11411)  -0.429
C (-1.91974, -0.44311, 0.06563)  -0.412
H (2.07352, -0.18515, -1.01207)  0.238
H (-0.91900, 1.13757, -1.43660)  0.296
C (-0.87665, 0.30904, -0.64645)  -0.038
C (-0.75138, 0.26417, 0.81802)  -0.037


Which structure is the most stable? The one labeled *iii*.


*i*
The ion C4H8N with charge +1, computed with the ωB97M-V functional and the def2-TZVPD basis.

As for the charge: +1. For the HOMO energy, the calculation gives -15.01 eV. The value obtained for the HOMO-LUMO gap is 7.02 eV.

Last column: natural (NBO) charge in e.
CARTESIAN COORDINATES (ANGSTROEM)
H (-2.45528, -0.42294, -1.07415)  0.255
C (-1.58465, -0.54498, -1.74855)  -0.673
C (-0.22740, -0.59109, 0.45229)  -0.112
H (2.39226, 0.97217, 1.73915)  0.240
H (-1.73537, -1.44519, -2.37678)  0.290
C (-0.20412, -0.58011, -0.88103)  0.440
H (-1.42311, 0.36552, -2.30215)  0.279
C (1.69156, 0.95694, 0.92589)  -0.417
H (1.98512, 0.39027, -0.03888)  0.206
N (0.45313, 0.27227, 1.49103)  -0.490
H (-1.07791, -1.05333, 0.94063)  0.325
H (1.52783, 1.99853, 0.56906)  0.235
H (0.65793, -0.31806, 2.30349)  0.420


*ii*
The ion C4H8N with charge +1, computed with the ωB97M-V functional and the def2-TZVPD basis.

As for the charge: +1. For the HOMO energy, the calculation gives -13.04 eV. The value obtained for the HOMO-LUMO gap is 8.03 eV.

Last column: natural (NBO) charge in e.
CARTESIAN COORDINATES (ANGSTROEM)
N (1.58648, 0.55188, 0.07313)  -0.719
H (-2.18809, 0.11158, 1.12226)  0.227
C (-1.85153, 0.43134, 0.20060)  -0.003
H (0.62308, -1.64429, -0.55395)  0.213
H (-0.44904, 0.42941, -1.43832)  0.249
H (2.29610, 0.41585, 0.78407)  0.472
C (-0.00456, -1.22125, 0.15776)  -0.419
C (0.44503, -0.00226, 0.72958)  -0.039
H (1.59418, 1.54471, -0.15650)  0.456
H (-0.65110, -1.88618, 0.68276)  0.263
H (-2.38366, 1.30036, -0.28724)  0.232
C (-0.75436, 0.00158, -0.46254)  -0.326
H (1.73746, -0.03274, -0.85162)  0.395


Which structure is the most stable? The one labeled *ii*.


*i*
The ion C4H8N with charge +1, computed with the ωB97M-V functional and the def2-TZVPD basis.

As for the charge: +1. For the HOMO energy, the calculation gives -15.32 eV. The value obtained for the HOMO-LUMO gap is 9.34 eV.

Last column: natural (NBO) charge in e.
CARTESIAN COORDINATES (ANGSTROEM)
H (1.17722, -1.40397, -0.74319)  0.269
H (-0.68685, -1.88747, 0.90644)  0.281
C (0.62862, -0.53229, -0.24786)  -0.247
C (1.44962, 0.65058, 0.18090)  -0.171
H (-2.48105, -0.10333, 1.07700)  0.288
H (0.93346, 0.78123, -1.87362)  0.400
N (0.45797, 0.74092, -0.97766)  -0.565
H (-1.73866, -0.48340, -0.46248)  0.348
H (-1.33570, 1.02741, 0.23009)  0.296
C (-0.54898, -0.86072, 0.42386)  0.236
H (1.23936, 1.28688, 1.10298)  0.240
C (-1.55265, 0.05543, 0.44653)  -0.614
H (2.45763, 0.72874, -0.06299)  0.240


*ii*
The ion C4H8N with charge +1, computed with the ωB97M-V functional and the def2-TZVPD basis.

As for the charge: +1. For the HOMO energy, the calculation gives -14.47 eV. The value obtained for the HOMO-LUMO gap is 6.62 eV.

Last column: natural (NBO) charge in e.
CARTESIAN COORDINATES (ANGSTROEM)
C (-0.03873, 0.57684, 0.72005)  -0.154
H (0.05323, 0.93939, 1.76480)  0.365
C (-1.81499, -0.24185, -0.63891)  -0.429
H (2.40577, -1.42076, -0.43744)  0.300
C (0.81233, -0.07249, -0.00326)  0.503
N (-1.44251, 0.56056, 0.60657)  -0.547
H (-2.85583, -0.55401, -0.57864)  0.248
H (2.69142, -0.36832, 0.95323)  0.373
H (-1.22009, -1.14213, -0.62947)  0.206
H (-2.00304, 1.39915, 0.52015)  0.423
C (2.22339, -0.39850, -0.09279)  -0.768
H (-1.58983, 0.38193, -1.51835)  0.208
H (2.77889, 0.34020, -0.66594)  0.274


Which structure is the most stable? The one labeled *i*.